# 1
The following is a quantum chemistry calculation of an isolated molecule of C8H11NO2S2 at a distorted geometry, from the Open Molecules 2025 dataset.

```
24
Properties=species:S:1:pos:R:3:forces:R:3:mulliken_charge:R:1
C -3.065 1.747 0.642 2.18 -2.74 -1.64 -0.822
C -1.991 0.868 1.083 -2.17 1.02 -1.28 -0.260
C -3.552 1.346 -0.573 3.65 -2.54 3.15 -0.542
C -1.813 -0.158 0.240 -0.04 -0.73 -0.38 0.183
C 2.731 0.825 -0.319 -1.62 -0.38 -2.26 -0.773
C 1.687 1.170 0.703 -3.05 1.78 -3.86 -0.511
C 1.817 -0.213 0.293 -0.20 -2.30 -0.25 0.074
C 1.484 -1.838 -1.329 -1.38 -3.00 -1.34 -0.927
N 0.839 -0.789 -0.655 -1.12 1.33 3.19 -0.302
O -0.326 -1.625 1.843 0.57 0.97 1.02 -0.629
O -1.234 -2.644 -0.110 -0.74 -1.29 -1.77 -0.635
S -2.879 -0.151 -1.110 0.00 0.60 0.17 -0.094
S -0.713 -1.482 0.486 2.79 1.29 -1.42 1.178
H -3.249 2.654 1.075 -0.84 2.06 1.22 0.453
H -1.475 0.970 1.970 1.12 0.26 1.72 0.614
H -4.315 1.747 -1.026 -3.87 2.14 -2.74 0.605
H 2.406 0.861 -1.418 0.67 0.70 1.71 0.237
H 3.759 1.028 -0.131 0.58 -0.49 0.26 0.294
H 2.041 1.250 1.634 1.10 1.22 3.48 0.292
H 0.791 1.831 0.330 1.75 -1.53 1.13 0.191
H 2.216 -0.992 0.990 -0.27 0.93 -0.31 0.383
H 2.315 -1.512 -1.972 -0.32 0.28 0.29 0.335
H 1.875 -2.650 -0.644 -0.31 0.59 -0.71 0.348
H 0.650 -2.243 -1.999 1.52 -0.16 0.61 0.308
```
Positions in Å, forces in eV/Å.

The value obtained for the HOMO-LUMO gap is 9.49 eV. The SMILES is CN(C1CC1)S(=O)(=O)c1cccs1. The largest force on an atom comes out at 0.106 hartree/bohr. For the energy relative to the best compared isomer or geometry (same formula, charge and spin), the calculation gives 317.88 kJ/mol. Its lowest unoccupied orbital energy is 0.20 eV.



# 2
The following is a quantum chemistry calculation of a cluster of 8 separate species, C25H57N7O8 in total at a distorted geometry, from the Open Molecules 2025 dataset.

```
97
Properties=species:S:1:pos:R:3:forces:R:3:mulliken_charge:R:1
C -2.684 1.541 -5.085 -0.50 1.03 0.23 -0.566
C -2.609 0.865 -6.427 0.53 -0.81 0.10 -0.639
C -1.085 0.720 -6.626 -1.08 0.35 -1.87 -0.434
O -0.495 0.871 -5.409 1.06 -0.31 2.27 -0.403
C -1.472 0.948 -4.378 -0.24 0.36 -0.10 0.655
H -3.655 1.321 -4.641 0.19 0.03 0.41 0.392
H -2.624 2.622 -5.216 0.23 0.13 0.25 0.343
H -3.124 1.369 -7.245 0.02 -0.13 0.12 0.370
H -3.030 -0.120 -6.225 -0.18 -0.22 -0.66 0.247
H -0.714 1.541 -7.240 0.05 -0.14 -0.51 0.301
H -0.823 -0.240 -7.070 0.05 -0.09 -0.23 0.245
H -1.000 1.505 -3.569 -0.38 0.16 -0.03 -0.374
H -1.778 -0.027 -3.997 0.29 -0.43 0.07 -0.152
C 5.787 -0.336 0.077 0.52 -1.95 -1.02 0.198
O 6.836 -0.948 -0.009 0.47 0.41 -0.16 -0.605
N 5.127 -0.134 1.205 -0.67 0.08 1.15 0.138
C 3.896 0.685 1.126 1.18 0.43 1.10 -0.593
C 5.758 -0.530 2.499 -0.71 0.21 -0.44 -0.865
H 5.199 -0.107 -0.826 0.10 0.51 -0.01 0.234
H 4.224 1.522 1.743 -0.91 0.74 -0.21 0.378
H 2.957 0.304 1.527 0.30 -0.62 0.20 -0.059
H 3.691 0.987 0.099 0.33 0.06 0.11 0.252
H 5.085 -1.239 2.981 0.20 -0.13 0.09 0.233
H 6.754 -0.954 2.372 -0.39 -0.25 -0.61 0.333
H 5.939 0.287 3.199 -0.47 0.52 -0.22 0.317
C 0.495 4.411 -2.212 -1.37 -2.68 1.38 0.006
O 1.676 4.408 -2.380 1.65 1.15 -0.82 -0.561
N -0.083 3.282 -1.621 0.86 -0.41 -1.42 0.339
C -1.469 3.138 -1.299 -0.33 0.55 -0.32 -0.875
C 0.751 2.068 -1.413 -0.04 1.25 0.14 -0.952
H -0.206 5.217 -2.481 -0.04 -0.02 0.11 0.328
H -1.641 3.450 -0.269 -0.37 -0.01 0.04 0.268
H -1.815 2.113 -1.434 0.12 0.02 0.11 0.099
H -2.012 3.758 -2.012 -0.45 0.19 0.29 0.416
H 0.924 2.062 -0.337 0.50 -0.62 0.01 0.641
H 0.288 1.138 -1.743 -0.64 0.19 0.16 -0.031
H 1.662 2.139 -2.008 0.10 0.34 0.41 0.271
C 1.517 -4.118 -3.412 -0.36 -0.16 -0.30 0.116
O 2.173 -3.995 -2.418 0.98 -0.16 1.52 -0.561
N 1.317 -3.149 -4.299 -1.48 0.48 -0.88 0.185
C 0.390 -3.355 -5.426 1.28 -0.16 0.68 -0.864
C 1.991 -1.868 -4.291 0.19 -0.27 0.23 -0.915
H 1.016 -5.057 -3.695 -0.13 -0.12 0.07 0.313
H -0.281 -2.500 -5.511 0.14 0.01 -0.27 0.114
H -0.198 -4.261 -5.277 0.10 0.04 -0.01 0.340
H 1.091 -3.486 -6.250 -0.79 0.18 -0.79 0.390
H 2.750 -1.847 -3.510 -0.05 -0.14 -0.10 0.347
H 2.455 -1.763 -5.272 0.13 0.35 0.01 0.345
H 1.294 -1.048 -4.120 -0.09 0.06 -0.13 0.180
C -1.420 -0.491 0.249 0.44 0.48 1.22 0.653
O -2.318 0.090 -0.330 -0.32 -0.06 -0.25 -0.759
N -0.703 -1.529 -0.178 0.68 -0.58 -0.50 0.279
C 0.517 -1.909 0.549 0.01 -2.12 -0.77 -0.744
C -0.944 -2.084 -1.505 -0.18 -0.36 0.05 -1.130
H -1.034 -0.257 1.253 -0.51 0.63 0.10 0.070
H 0.589 -1.791 1.630 -0.55 1.25 -0.28 -0.138
H 1.424 -1.643 0.005 0.02 0.63 0.21 0.343
H 0.564 -2.997 0.521 -0.09 -0.39 -0.37 0.461
H -1.125 -3.159 -1.481 0.10 -0.18 0.38 0.364
H -1.860 -1.647 -1.904 0.22 0.27 0.04 0.355
H -0.113 -1.957 -2.199 0.13 0.36 0.08 0.190
C -1.925 -1.666 4.461 0.59 0.07 -1.33 0.053
O -2.098 -0.695 3.730 -0.10 -1.19 0.69 -0.559
N -2.127 -2.990 4.138 1.51 1.81 0.36 0.215
C -2.060 -3.971 5.154 0.01 -1.20 1.34 -0.991
C -2.553 -3.449 2.874 -1.39 -0.74 -1.26 -0.887
H -1.419 -1.585 5.435 -0.40 0.15 0.23 0.309
H -3.052 -4.362 5.379 -0.27 0.15 0.28 0.354
H -1.583 -3.616 6.068 -0.34 0.46 0.00 0.305
H -1.487 -4.877 4.959 0.30 0.13 -0.88 0.340
H -3.579 -3.781 3.032 -0.41 -0.04 -0.56 0.394
H -2.520 -2.762 2.028 0.03 0.56 0.60 0.109
H -2.038 -4.336 2.505 0.49 -0.09 0.47 0.338
C -1.724 3.102 2.383 1.82 1.22 0.28 0.427
O -0.903 4.027 2.573 -1.30 -1.53 -0.29 -0.770
N -3.040 3.201 2.503 -1.74 -1.94 -0.42 0.104
C -3.878 2.032 2.060 -0.18 0.49 1.01 -0.820
C -3.753 4.435 2.629 0.09 0.59 -0.60 -0.995
H -1.458 2.072 2.097 0.51 0.12 0.11 0.194
H -4.768 1.971 2.686 -0.06 0.40 0.27 0.366
H -3.411 1.068 2.262 0.53 0.27 -0.46 0.168
H -4.273 2.119 1.048 0.54 0.04 -0.22 0.320
H -4.762 4.235 2.991 0.20 0.16 0.31 0.290
H -3.203 5.178 3.207 -0.11 -0.28 0.23 0.321
H -3.850 4.851 1.627 -0.21 0.30 -0.17 0.355
C 0.900 1.184 3.568 0.57 -1.52 -0.10 -0.019
O 0.678 0.652 2.480 -0.07 0.93 0.62 -0.146
N 1.690 0.585 4.506 -0.86 0.18 -1.92 0.313
C 2.016 1.270 5.721 1.57 -0.42 -0.39 -1.088
C 2.271 -0.748 4.272 -1.20 0.10 1.60 -1.043
H 0.494 2.138 3.939 -0.14 0.04 -0.48 0.140
H 2.218 0.499 6.464 -0.58 0.31 0.54 0.331
H 1.315 2.061 5.986 -0.06 -0.38 0.10 0.334
H 2.999 1.696 5.518 0.17 0.60 0.53 0.369
H 2.032 -1.221 3.320 0.33 0.74 -0.09 0.223
H 3.310 -0.811 4.598 0.14 0.24 -0.54 0.343
H 1.718 -1.322 5.016 0.17 -0.74 0.10 0.475
```
Positions in Å, forces in eV/Å.

The value obtained for the HOMO-LUMO gap is 8.86 eV. The SMILES is CN(C)C=O.CN(C)C=O.CN(C)C=O.CN(C)C=O.CN(C)C=O.CN(C)C=O.CN(C)C=O.C1CCOC1. The largest force on an atom comes out at 0.064 hartree/bohr. For the energy relative to the best compared isomer or geometry (same formula, charge and spin), the calculation gives 213.22 kJ/mol. Its lowest unoccupied orbital energy is 0.32 eV.



Q: Which of these has the lowest largest force on an atom?
A: C25H57N7O8